No. 1
92
Properties=species:S:1:pos:R:3:forces:R:3 method="wB97M-V/def2-TZVPD" energy_ha=-7947.53807 lumo_energy_ev=3.8 charge=-2 homo_lumo_gap_ev=5.4
K -2.06415 -0.59641 0.06672 0.087 -0.407 0.471
S 2.33556 -1.34458 4.05735 0.010 -0.137 -0.019
C 0.71103 -0.98219 3.70139 0.018 0.248 0.044
S 0.40057 -0.34266 2.04768 0.026 0.029 0.122
S -0.55699 -1.06477 4.77495 -0.011 -0.085 -0.015
Cl -5.88929 3.02507 -5.66389 -0.004 0.002 -0.003
C -4.84924 2.02090 -4.67209 -0.007 -0.002 0.009
C -5.24743 1.66489 -3.39286 0.005 0.003 -0.012
C -4.41861 0.87355 -2.62870 -0.012 -0.001 0.013
Cl -4.91675 0.45563 -1.01216 -0.054 0.060 -0.024
C -3.14100 0.37867 -3.04992 -0.029 0.036 0.022
O -2.39446 -0.32076 -2.31345 -0.084 0.103 -0.689
C -2.82540 0.79199 -4.38090 0.014 0.000 -0.021
Cl -1.30009 0.26472 -5.04666 -0.008 0.004 -0.008
C -3.63555 1.58387 -5.17015 0.009 -0.004 0.001
H -6.19205 2.00515 -2.99159 -0.001 0.001 0.001
H -3.31594 1.85624 -6.16662 -0.004 0.001 0.000
S -3.20635 0.91388 2.57919 0.036 0.028 0.017
Sb -1.12581 1.85879 2.45207 -0.022 0.025 0.091
C 0.19212 2.26702 4.08215 0.064 0.065 0.010
C 1.55728 2.03119 4.03663 -0.005 -0.004 0.010
C 2.35692 2.39666 5.11465 -0.001 0.011 0.001
C 1.79341 2.98300 6.23560 0.002 0.004 -0.002
C 0.42266 3.21271 6.28250 -0.001 -0.001 0.008
C -0.37275 2.86780 5.20277 -0.026 -0.012 -0.001
C -0.57429 2.21783 0.39963 0.030 0.034 -0.016
C 0.67561 1.97750 -0.16434 -0.009 0.002 0.006
C 0.88378 2.21623 -1.51953 0.002 0.005 -0.013
C -0.15267 2.66914 -2.32325 -0.005 -0.005 0.006
C -1.40244 2.90617 -1.76699 0.002 -0.002 -0.001
C -1.60569 2.69267 -0.41106 -0.016 -0.031 -0.010
C -1.76227 3.98121 2.55965 -0.052 -0.002 -0.040
C -0.80166 4.99170 2.55340 0.008 0.000 0.001
C -1.16231 6.33270 2.54246 0.025 -0.014 -0.001
C -2.50519 6.68940 2.54050 -0.018 -0.007 0.001
C -3.47419 5.69616 2.55183 0.005 0.017 0.003
C -3.10251 4.35515 2.56080 0.011 -0.010 0.023
H 1.99319 1.51508 3.19042 0.008 0.018 0.006
H 3.41898 2.18736 5.08221 -0.003 -0.006 -0.004
H 2.41688 3.24810 7.08177 0.001 -0.001 0.002
H -0.02657 3.65510 7.16404 0.000 0.003 -0.001
H -1.44031 3.05679 5.23555 0.004 0.007 0.002
H 1.47922 1.57929 0.44305 0.006 0.002 -0.002
H 1.86208 2.02876 -1.94703 -0.014 0.008 0.009
H 0.00416 2.81709 -3.38503 0.000 0.002 -0.001
H -2.22403 3.23565 -2.39222 0.000 0.000 0.002
H -2.58758 2.86954 0.01772 0.001 0.007 0.007
H 0.25394 4.73275 2.56465 0.003 -0.006 -0.004
H -0.39542 7.09967 2.53665 -0.004 0.003 -0.002
H -2.79290 7.73477 2.53013 0.003 0.001 0.000
H -4.52523 5.96443 2.55039 0.001 0.004 0.002
H -3.85748 3.57565 2.57016 0.002 0.000 -0.014
C 0.88327 -6.88547 0.77088 -0.001 -0.001 0.003
C 2.10546 -6.03600 0.44171 -0.003 0.001 -0.003
C 2.38774 -4.96192 1.49061 0.005 0.007 0.005
C 1.41342 -3.78920 1.47033 -0.003 0.005 0.014
N 1.55648 -2.99789 0.25354 -0.002 0.006 -0.007
C 0.66136 -2.91459 -0.75778 -0.029 0.013 0.008
Se -0.92746 -3.84157 -0.89862 0.004 0.003 -0.019
N 1.13658 -2.00360 -1.64861 -0.014 0.002 -0.021
C 0.51172 -1.57373 -2.89299 0.009 0.015 0.013
C 1.21479 -2.17352 -4.10713 0.003 -0.004 0.008
C 0.93747 -3.66256 -4.30426 -0.007 0.000 0.005
C -0.48287 -3.93540 -4.78570 -0.001 -0.003 0.003
C 2.33923 -1.49260 -1.18932 0.004 -0.003 -0.002
C 3.18538 -0.52625 -1.71302 0.000 -0.015 0.000
C 4.30167 -0.19701 -0.95954 0.003 0.002 -0.007
C 4.55176 -0.80746 0.27298 -0.009 0.006 0.007
C 3.70446 -1.77329 0.79186 0.005 -0.009 -0.004
C 2.59983 -2.11256 0.02705 0.022 0.000 -0.025
H 0.72573 -7.65933 0.01659 -0.002 0.001 -0.001
H -0.01850 -6.27363 0.80041 -0.003 0.002 0.002
H 1.00240 -7.37582 1.74118 0.001 0.000 -0.003
H 1.96264 -5.56006 -0.53386 -0.001 -0.002 -0.003
H 2.98427 -6.68182 0.34613 0.000 0.001 0.005
H 3.40208 -4.57362 1.36059 -0.001 -0.001 0.000
H 2.35342 -5.40168 2.49231 -0.001 0.003 -0.002
H 1.59634 -3.11991 2.31374 0.014 -0.024 0.000
H 0.37616 -4.11606 1.51116 0.004 -0.001 0.000
H 0.55250 -0.48335 -2.91295 -0.004 -0.007 0.000
H -0.54382 -1.83373 -2.84906 0.011 0.002 0.014
H 2.29195 -2.00403 -4.01119 -0.001 -0.005 0.004
H 0.88622 -1.62306 -4.99346 -0.005 0.005 -0.005
H 1.10759 -4.19225 -3.36175 0.005 -0.001 0.001
H 1.65570 -4.06624 -5.02531 -0.003 0.003 -0.003
H -1.21445 -3.60012 -4.05018 -0.002 0.001 0.004
H -0.64541 -5.00354 -4.94413 -0.002 0.002 0.003
H -0.68174 -3.41452 -5.72630 0.003 -0.003 -0.002
H 2.97174 -0.04137 -2.65614 0.006 -0.005 0.002
H 4.98218 0.56245 -1.32444 0.001 0.002 0.000
H 5.41008 -0.49618 0.85435 0.001 -0.001 0.001
H 3.84982 -2.18374 1.78012 -0.005 0.004 0.018


No. 2
87
Properties=species:S:1:pos:R:3:forces:R:3 method="wB97M-V/def2-TZVPD" s_squared=3.77 energy_ha=-2973.07373 multiplicity=4 lumo_energy_ev="0.6 / 0.0" homo_lumo_gap_ev="3.9 / 6.8"
Re 0.46816 -0.13704 0.02367 -6.667 0.316 -0.365
C 1.97722 -1.07126 1.21419 2.113 -0.243 0.174
C 1.98238 -1.67059 -0.09049 1.615 -1.286 -0.057
C 2.30163 -0.60828 -1.01481 0.645 -1.052 -0.653
Si 1.46403 -3.44116 -0.44767 -0.386 0.707 0.021
C 2.48763 0.59403 -0.28344 0.681 0.913 0.735
C 2.29898 0.31850 1.12032 2.684 0.286 1.393
Si 2.32070 1.52253 2.57375 -0.341 -0.482 -0.629
H 1.93007 -1.63080 2.13839 -0.411 0.227 -0.213
H 2.43200 -0.72358 -2.08069 0.030 0.049 0.052
H 2.77071 1.54953 -0.70146 0.061 -0.055 0.014
Cl -2.99138 2.48775 -2.45603 0.771 -0.594 0.510
C 2.62783 0.66736 4.20571 0.138 -0.121 0.001
C 3.63320 2.84132 2.33856 0.147 -0.015 0.134
C 1.53977 -4.48319 1.10020 0.240 -0.020 0.047
C 2.52224 -4.18876 -1.79576 0.181 -0.173 0.067
H 4.59659 2.34235 2.16330 -0.166 0.171 0.043
H 3.71452 3.41950 3.26946 0.040 -0.010 -0.198
H 3.45142 3.53801 1.51354 0.098 -0.122 0.198
H 2.00323 -0.22759 4.31189 0.091 0.183 -0.017
H 2.40571 1.35244 5.03458 0.050 -0.141 -0.114
H 3.68286 0.37014 4.27478 -0.209 0.025 0.072
H 3.57529 -3.94926 -1.59514 -0.178 -0.105 -0.115
H 2.27010 -3.84200 -2.80464 0.062 -0.087 0.196
H 2.40686 -5.28084 -1.76210 0.068 0.169 -0.135
H 2.58781 -4.70315 1.34417 -0.220 -0.026 0.062
H 1.01224 -5.43186 0.93285 0.113 0.174 0.085
H 1.08053 -3.97277 1.95586 0.031 -0.107 -0.159
C 0.57367 2.27077 2.57216 0.229 0.514 0.335
C -0.34684 -3.34497 -1.00844 0.079 -0.484 -0.261
P -0.12790 2.24981 0.89040 0.600 -0.243 0.340
H 0.60980 3.29616 2.97060 -0.089 -0.199 0.044
H -0.06609 1.66849 3.23633 0.154 0.073 -0.262
P -0.76986 -1.69844 -1.66615 0.577 -0.421 -0.427
H -1.00492 -3.52816 -0.14555 0.212 0.096 -0.198
H -0.52983 -4.12744 -1.76049 -0.085 0.080 0.203
C -2.58764 -1.85955 -2.11491 0.058 0.141 -0.212
C 0.14062 -1.74579 -3.34778 -0.435 -0.080 0.644
C 0.89953 3.64331 0.08460 -0.534 -0.234 0.407
C -1.90073 2.77074 1.16221 0.257 0.229 -0.366
C -2.74265 1.59598 1.68076 -0.122 -0.120 -0.064
H -2.24401 3.04586 0.15108 -0.117 0.038 0.333
C -2.08369 3.95244 2.11172 -0.237 0.225 -0.001
H -1.64917 3.73705 3.09638 -0.109 0.064 -0.199
H -3.16019 4.12065 2.24944 0.166 0.006 0.060
H -1.65640 4.88372 1.73251 -0.102 -0.240 0.155
H -2.60256 0.65650 1.13174 0.047 0.199 0.125
H -3.80789 1.86477 1.60822 0.276 -0.061 0.080
H -2.51901 1.39666 2.73959 -0.008 0.025 -0.254
H 1.92423 3.35401 0.36716 -0.405 -0.007 -0.099
C 0.62160 5.03155 0.65583 0.309 0.359 -0.123
C 0.83056 3.69977 -1.44107 0.157 0.149 -0.080
H 0.65651 5.07519 1.75059 -0.073 -0.057 -0.236
H -0.34653 5.41481 0.30775 0.242 -0.093 0.091
H 1.39229 5.72174 0.28119 -0.166 -0.048 0.093
H 1.15769 2.76679 -1.91809 -0.154 0.125 0.137
H 1.51089 4.49152 -1.79111 -0.189 -0.167 0.039
H -0.17767 3.96260 -1.78824 0.183 -0.070 0.007
H 1.15498 -2.06662 -3.06320 -0.289 0.134 -0.073
C 0.23566 -0.37108 -4.01457 0.212 -0.063 -0.189
C -0.42377 -2.76751 -4.33239 0.215 -0.023 -0.320
H -0.40875 -3.79540 -3.94984 -0.039 0.254 -0.020
H 0.19754 -2.75373 -5.23966 -0.158 -0.059 0.097
H -1.44733 -2.51075 -4.63560 0.226 -0.077 0.064
H 0.69185 0.39104 -3.36901 -0.185 -0.197 -0.020
H -0.74714 -0.01471 -4.35111 0.166 -0.033 0.065
H 0.87023 -0.46361 -4.90936 -0.183 0.092 0.153
C -3.50814 -1.24284 -1.05426 -0.112 0.016 0.213
C -3.03216 -3.30048 -2.37407 -0.143 -0.097 -0.158
H -2.68933 -1.27867 -3.04799 -0.043 -0.189 0.132
H -2.92885 -3.91129 -1.46931 -0.050 0.125 -0.187
H -2.49251 -3.78544 -3.19240 -0.069 0.051 0.252
H -4.09518 -3.28317 -2.64730 0.150 -0.073 0.044
H -3.15780 -1.48806 -0.04253 -0.154 0.106 -0.286
H -4.51924 -1.65626 -1.17384 0.184 0.140 0.017
H -3.58983 -0.15708 -1.16093 -0.002 -0.198 0.085
C -1.63801 1.36625 -1.74306 -1.109 0.604 -1.218
H -1.95221 1.07989 -0.73350 0.167 0.167 -0.632
H -1.61360 0.52493 -2.44392 -0.055 0.494 0.472
H -0.72112 1.95448 -1.80805 -0.399 -0.325 0.156
C -0.94185 -1.51136 3.93643 0.403 0.099 -0.199
O -0.12069 -0.98982 2.85914 -1.295 -0.455 0.573
C -0.64619 -1.20463 1.60312 0.013 0.904 -1.225
O -1.65363 -1.88622 1.45410 0.563 0.235 0.719
H -1.92970 -1.03276 3.93240 0.218 -0.222 -0.022
H -0.39740 -1.25371 4.84584 -0.123 -0.068 -0.015
H -1.04200 -2.59931 3.84346 -0.107 0.282 0.065